{"formula": "C62H68O19", "method": "ωB97M-V/def2-TZVPD", "relative_energy_ev": 0.264, "homo_lumo_gap_ev": 7.62, "total_charge": 0, "species": ["O", "C", "C", "C", "C", "O", "C", "C", "H", "H", "H", "H", "O", "C", "C", "C", "C", "O", "C", "C", "H", "H", "H", "H", "O", "C", "C", "C", "C", "O", "C", "C", "H", "H", "H", "H", "O", "C", "C", "C", "C", "O", "C", "C", "H", "H", "H", "H", "O", "C", "C", "C", "C", "O", "C", "C", "H", "H", "H", "H", "O", "C", "C", "C", "C", "O", "C", "C", "H", "H", "H", "H", "O", "C", "C", "C", "C", "O", "C", "C", "H", "H", "H", "H", "C", "C", "C", "O", "C", "H", "H", "H", "H", "H", "H", "H", "H", "C", "C", "C", "O", "C", "H", "H", "H", "H", "H", "H", "H", "H", "C", "C", "C", "O", "C", "H", "H", "H", "H", "H", "H", "H", "H", "C", "C", "C", "O", "C", "H", "H", "H", "H", "H", "H", "H", "H", "C", "C", "C", "O", "C", "H", "H", "H", "H", "H", "H", "H", "H"], "coordinates": [[3.2027, -7.6322, -1.3763], [3.1921, -6.4647, -1.0670], [2.9004, -5.3224, -2.0531], [2.6920, -4.1397, -1.6028], [2.5756, -3.7621, -0.1620], [2.4216, -2.6077, 0.1786], [2.8205, -4.8534, 0.8031], [3.1274, -6.0658, 0.3605], [3.0280, -5.4891, -3.1153], [2.6314, -3.3552, -2.3216], [2.8111, -4.5607, 1.8718], [3.3115, -6.8374, 1.0985], [-3.7527, 7.2077, 0.3397], [-4.3146, 6.2021, 0.7211], [-5.3139, 5.5025, -0.1568], [-5.6172, 4.2428, 0.0145], [-5.1269, 3.5879, 1.2800], [-5.4628, 2.4739, 1.5578], [-4.2471, 4.3293, 2.1841], [-3.8503, 5.5744, 1.9223], [-5.7515, 6.1437, -0.9033], [-6.2090, 3.6942, -0.6751], [-3.9772, 3.8098, 3.0762], [-3.1019, 6.0665, 2.5201], [-0.7640, 5.4051, 2.9746], [0.3449, 5.1284, 2.5990], [0.5798, 4.0625, 1.6084], [1.8368, 3.6913, 1.5014], [3.0154, 4.2887, 2.1277], [4.1482, 3.9341, 1.8515], [2.7776, 5.3543, 3.1067], [1.5536, 5.7634, 3.2672], [-0.2477, 3.7651, 0.9723], [2.1474, 2.9366, 0.8529], [3.6523, 5.5953, 3.6662], [1.2169, 6.5155, 4.0136], [-0.2230, -5.9757, -1.6694], [-0.7692, -6.3567, -0.6207], [-0.9885, -5.3491, 0.4645], [-1.5017, -5.7137, 1.6152], [-1.8442, -7.0707, 1.9608], [-2.2737, -7.3837, 3.0632], [-1.5412, -8.1668, 0.9201], [-1.1415, -7.8101, -0.2829], [-0.8655, -4.3287, 0.1129], [-1.7564, -4.9394, 2.3232], [-1.7600, -9.1892, 1.1146], [-1.0282, -8.5633, -1.1060], [-5.4419, -0.6724, 0.0346], [-5.8111, -0.3096, -1.0604], [-7.0408, -0.9669, -1.6642], [-7.5720, -0.4236, -2.7731], [-6.9897, 0.8027, -3.4221], [-7.6541, 1.4156, -4.2235], [-5.6438, 1.3571, -2.8880], [-5.0875, 0.8418, -1.8033], [-7.4544, -1.7731, -1.0459], [-8.3879, -0.9131, -3.2565], [-5.2275, 2.1093, -3.5026], [-4.1047, 1.0769, -1.4422], [2.5646, 1.6855, 5.0271], [3.2916, 0.8049, 4.6582], [4.6876, 0.7233, 5.1379], [5.5287, -0.2330, 4.8318], [5.1580, -1.3088, 3.8129], [5.9489, -2.1927, 3.5435], [3.7850, -1.3072, 3.1944], [2.9026, -0.3556, 3.6633], [5.0462, 1.5833, 5.7653], [6.5323, -0.2083, 5.2268], [3.5289, -2.1988, 2.6531], [1.9394, -0.3844, 3.1950], [-1.2117, 2.0767, -0.4743], [-1.3044, 0.9630, 0.0121], [-0.0929, 0.1518, 0.1082], [-0.1090, -0.9635, 0.8332], [-1.3750, -1.4595, 1.3238], [-1.4785, -2.6526, 1.6329], [-2.4654, -0.4706, 1.6246], [-2.5061, 0.6154, 0.8765], [0.8182, 0.5182, -0.3585], [0.8253, -1.5209, 0.9626], [-3.3638, -0.7229, 2.1925], [-3.2203, 1.4454, 1.0149], [-2.3035, -2.9379, -2.1827], [-0.7579, -2.7867, -2.1538], [-0.6093, -1.4129, -2.8148], [-1.7052, -0.6138, -2.3628], [-2.8005, -1.4915, -2.0518], [-2.6214, -3.6146, -1.3565], [-2.6834, -3.2600, -3.1289], [-0.1658, -3.5667, -2.6311], [-0.4534, -2.7555, -1.0971], [-0.6366, -1.5307, -3.8726], [0.2805, -0.8355, -2.5947], [-3.6627, -1.4085, -2.7139], [-3.1311, -1.2631, -0.9998], [2.7654, -3.3185, 6.0243], [1.3133, -2.9129, 5.7764], [1.0164, -3.6720, 4.4459], [2.2120, -3.6876, 3.7639], [3.1449, -4.1596, 4.7607], [2.7831, -3.9723, 6.9046], [3.4320, -2.4692, 6.0824], [1.1366, -1.8116, 5.6349], [0.6890, -3.1269, 6.7091], [0.2516, -3.1361, 3.8287], [0.7094, -4.6967, 4.7237], [4.1481, -4.1675, 4.3000], [2.8166, -5.1636, 4.9704], [2.8446, 5.1884, -3.8645], [3.3338, 3.9325, -3.0713], [1.9806, 3.3749, -2.5531], [1.0250, 4.5041, -2.5169], [1.8054, 5.6096, -2.9322], [2.3269, 4.8436, -4.7886], [3.6790, 5.9116, -4.0534], [3.8866, 4.3114, -2.2117], [3.9777, 3.2266, -3.5521], [1.9958, 2.9582, -1.5861], [1.5608, 2.6901, -3.2207], [2.3377, 5.9444, -2.0386], [1.0510, 6.3260, -3.3680], [4.5371, -0.6689, -2.6137], [5.1353, 0.0262, -1.4440], [3.8514, 0.5477, -0.6893], [2.7451, 0.3795, -1.5578], [3.1489, 0.0088, -2.8176], [4.4193, -1.7232, -2.4166], [5.2492, -0.6261, -3.4332], [5.7615, 0.8961, -1.7537], [5.6415, -0.6515, -0.7446], [3.8734, 1.6380, -0.4888], [3.5781, 0.0780, 0.2717], [3.0663, 0.8969, -3.4798], [2.4805, -0.6966, -3.2749], [-1.4642, 3.1785, -3.4542], [-2.6382, 3.8277, -2.6914], [-3.6582, 4.1014, -3.7463], [-3.4472, 3.1322, -4.7900], [-2.1425, 2.5695, -4.7112], [-0.8483, 2.4283, -2.9244], [-0.7353, 3.8941, -3.7619], [-2.1882, 4.6546, -2.0986], [-2.9829, 3.0949, -1.9542], [-3.4127, 5.1119, -4.1462], [-4.7574, 4.1619, -3.5033], [-1.5466, 2.7605, -5.6548], [-2.2109, 1.4592, -4.6711]], "forces_ev_per_angstrom": [[0.62, 0.14, -0.23], [-2.11, 0.70, -0.55], [1.77, -3.58, -0.05], [-0.69, 2.74, 0.98], [0.77, -0.35, -0.47], [-0.10, 0.02, 0.00], [-0.02, 0.76, 0.49], [0.43, -0.35, 0.78], [-0.14, -0.34, 0.05], [-0.37, 0.83, -0.18], [-0.25, -0.40, -0.75], [0.12, -0.24, -0.21], [-0.43, 0.48, -0.33], [0.37, 0.40, -1.37], [0.23, 1.85, 0.29], [0.65, -0.55, 1.29], [-0.23, 0.73, -1.20], [-0.48, -1.65, 0.31], [0.03, 0.82, 0.07], [0.06, -1.41, 1.06], [0.15, -0.06, -0.49], [-0.59, -0.55, -0.24], [0.37, -0.36, 0.38], [-0.05, 0.28, 0.11], [-0.61, 0.49, 0.22], [0.74, -0.16, 0.21], [-0.12, 1.29, 0.18], [0.49, -0.58, -0.66], [0.46, 0.33, 0.61], [-0.44, -0.18, -0.13], [1.02, -1.07, -0.44], [-2.71, 1.28, 1.17], [0.12, -0.43, 0.22], [0.17, -1.34, -1.27], [0.30, 0.75, 0.39], [0.54, -0.50, -0.55], [-1.24, -1.34, 1.65], [1.10, 0.14, -0.57], [-0.17, -0.55, -2.12], [-0.50, 1.47, 0.81], [0.52, -2.77, 0.68], [0.11, 0.43, -0.94], [-0.66, 1.77, 0.66], [0.84, 0.48, -2.41], [0.25, -0.11, 0.60], [0.00, -0.06, 0.31], [-0.22, -0.54, 0.57], [0.08, 0.87, 0.83], [0.27, 0.03, -0.20], [-0.18, 0.57, -0.04], [0.72, 1.43, -0.12], [1.19, -0.77, 0.57], [0.23, 0.47, 1.35], [0.39, -0.08, -0.27], [-1.69, -1.36, -0.53], [-1.12, -1.80, 0.35], [0.12, 0.21, -0.58], [-0.70, 0.18, -0.31], [0.53, 0.70, -0.45], [0.21, 0.36, 0.26], [-0.63, 0.02, -0.27], [0.47, -1.86, -1.33], [0.10, 2.04, 1.11], [0.03, -1.15, -1.34], [0.15, -0.26, 0.39], [-0.10, 0.29, 0.05], [-0.10, 2.37, 2.85], [1.63, -0.47, -0.78], [-0.66, -0.94, -0.47], [0.18, -0.32, -0.14], [-0.25, 0.24, -0.60], [-0.77, 0.32, 0.34], [-0.45, -0.17, -0.18], [-0.22, 1.39, 0.93], [0.31, -0.57, 0.05], [1.16, 0.51, -0.85], [-0.69, -1.56, 2.31], [-0.24, 1.19, -0.42], [-0.71, -0.89, -0.98], [1.00, 1.54, -0.46], [-0.20, 0.05, -0.07], [-0.68, -0.13, 0.08], [0.62, -0.29, 0.25], [0.10, -0.79, -0.33], [0.86, -0.06, 0.99], [-0.39, 0.68, 0.23], [0.09, 0.03, 0.88], [-0.60, -0.52, -0.14], [-0.10, -0.29, 1.67], [-0.12, 0.53, -0.71], [0.07, -0.84, -0.56], [-0.31, -0.04, -0.13], [0.10, 0.19, -0.30], [-0.22, -0.09, -1.17], [0.34, -0.12, 0.34], [0.07, 0.67, -0.16], [0.21, -0.14, -1.02], [0.67, -0.51, -0.46], [-0.99, 0.89, 0.59], [-2.16, 0.93, 0.91], [1.14, -0.35, -0.19], [-0.87, 0.51, -0.30], [0.53, 0.43, -0.08], [0.17, 0.17, 0.50], [0.60, -0.90, -0.07], [0.51, -0.25, -1.58], [0.50, -0.76, 0.44], [-0.21, 0.15, -0.43], [-0.33, 0.35, 0.66], [0.32, -0.85, 0.09], [1.20, -1.86, -1.36], [-1.10, 0.96, 0.80], [0.00, 1.87, -0.31], [1.65, -1.03, -0.46], [-2.03, 2.07, 0.88], [0.74, 0.36, 0.17], [-0.99, -0.52, 0.05], [0.17, -0.01, 0.11], [0.08, -0.47, -0.63], [0.28, -0.60, 1.17], [-0.56, -1.36, -1.09], [-0.32, 0.96, 0.15], [1.06, -0.22, 0.72], [-0.03, 0.16, -1.18], [-0.79, 1.15, 1.93], [0.08, 1.19, 0.30], [-0.94, -0.41, 0.91], [1.12, -0.02, -1.36], [-0.38, -0.36, 0.19], [-0.33, 0.16, -0.51], [-0.30, -0.78, 0.41], [0.35, 0.33, -0.45], [0.55, -0.36, 0.08], [0.49, -0.23, -0.41], [0.84, -0.29, 0.04], [-0.66, -0.55, 0.07], [-0.29, -1.02, -0.98], [1.38, -1.14, 1.68], [-0.06, 1.65, -1.25], [-0.48, 0.00, 0.25], [0.89, -0.48, -0.27], [-0.80, 0.28, 0.15], [0.20, 0.80, -0.22], [-0.89, -0.10, -0.53], [-0.16, 0.10, -0.03], [-0.28, -0.39, -0.11], [1.17, -0.47, 0.10], [-0.72, 0.21, 0.85], [-0.24, 0.57, 0.24]]}